No. 1
Molecular formula: C5H8N2
Method: DFT, ωB97M-V/def2-TZVPD

Geometry as ORCA input:
```
! RIJCOSX wB97M-V def2-TZVPD def2/J DEFGRID3
* xyz 0 1
C 1.2476 0.1194 -1.9010
C -1.4463 0.6260 0.0890
C -1.3895 -0.6099 0.8995
C -0.8671 -1.8494 0.3252
N -0.4471 -2.8383 -0.1044
N -0.4730 0.5186 0.9800
C 0.5623 0.8726 1.6715
H 2.0502 -0.5200 -2.2805
H 0.2827 -0.3804 -2.0052
H 1.2289 1.0664 -2.4461
H -2.1652 1.4188 -0.0476
H -1.9852 -0.7755 1.8026
H 1.4184 0.3348 -0.8439
H 1.0409 0.1370 2.3045
H 0.9423 1.8798 1.5565
*
```

Calculated values
LUMO: 0.53 eV
Kohn-Sham gap: 0.3188 hartree
energy: -8290.460 eV

No. 2
Molecular formula: C4H5BrCl4
Method: DFT, ωB97M-V/def2-TZVPD

Geometry as ORCA input:
```
! RIJCOSX wB97M-V def2-TZVPD def2/J DEFGRID3
* xyz 0 3
C -0.1640 0.4068 -0.4351
C 0.0747 -0.1987 0.9948
C 1.3542 0.2805 1.6121
C 0.5725 2.6747 2.9288
Cl 2.7564 0.9454 0.9045
Cl 1.6235 -0.6046 3.0753
Cl 1.9774 3.6131 2.6962
Cl 0.3070 2.1787 4.5629
Br -1.1031 3.5246 2.2217
H -1.2129 0.2359 -0.5940
H 0.3302 -0.2961 -1.1099
H 0.2530 1.3507 -0.2461
H 0.1647 -1.3268 0.9655
H -0.5716 0.1975 1.7180
*
```

Calculated values
LUMO (alpha / beta): 0.11 / -1.90 eV
Kohn-Sham gap (alpha / beta): 0.2834 / 0.3267 hartree
energy: -124357.068 eV
expectation value of S²: 2.009

No. 3
Molecular formula: C2H2FN3O5
Method: DFT, ωB97M-V/def2-TZVPD

Geometry as ORCA input:
```
! RIJCOSX wB97M-V def2-TZVPD def2/J DEFGRID3
* xyz 0 1
C 1.2787 -0.1826 -0.1498
C -0.5061 0.0227 -0.2844
N 1.6123 1.2168 -0.3008
N -1.0047 0.9510 0.8083
N -1.1701 -1.3170 -0.0746
O -0.8280 0.5924 1.9108
O -0.3264 -2.1154 0.3682
O 2.7304 1.6115 -0.5256
O -1.6487 1.8887 0.4503
O -2.3056 -1.5026 -0.3363
F -0.8837 0.5658 -1.4464
H 1.4908 -0.9489 0.5853
H 1.5610 -0.7824 -1.0050
*
```

Calculated values
LUMO (alpha / beta): -1.27 / -1.27 eV
Kohn-Sham gap (alpha / beta): 0.3303 / 0.3303 hartree
energy: -19521.295 eV
SMILES string: O=NCC(F)([N+](=O)[O-])[N+](=O)[O-]

No. 4
Molecular formula: C2H10N4
Method: DFT, ωB97M-V/def2-TZVPD

Geometry as ORCA input:
```
! RIJCOSX wB97M-V def2-TZVPD def2/J DEFGRID3
* xyz 2 1
C 0.4609 0.2714 1.0591
C -1.2386 1.0019 -0.4923
N -0.0969 0.2465 -0.0897
N 1.5834 -0.4396 1.2506
N -2.3027 0.1169 -1.1918
N 2.3637 -1.0373 0.2596
H 0.0447 0.7830 1.8588
H -1.8214 1.3933 0.3146
H -1.0381 1.8246 -1.0808
H 1.7577 -0.6125 2.1997
H -3.0831 0.7241 -1.4801
H -2.7501 -0.7677 -0.6339
H -1.8363 -0.2317 -1.9793
H 3.4489 -0.9982 0.5683
H 2.0007 -1.9044 -0.0141
H 2.5070 -0.3701 -0.5485
*
```

Calculated values
LUMO: -7.24 eV
Kohn-Sham gap: 0.4145 hartree
energy: -8177.394 eV
SMILES string: [NH3+]C/N=C/N[NH3+]